1.
C40H52BrCaClF11K2LiN4O6S as an isolated structure at a distorted geometry, computed with the ωB97M-V functional and the def2-TZVPD basis.

Geometry as XYZ:
```
120
Properties=species:S:1:pos:R:3:forces:R:3
C 0.16993 5.31774 2.23254 0.0 -0.2 0.2
N -0.82761 4.25524 2.02368 -0.7 0.6 0.1
C -1.35201 4.17456 0.65342 0.8 -0.1 -0.3
C -1.03926 2.80189 0.10528 -1.5 -0.3 -0.1
C -1.96185 1.77529 0.25095 0.2 -0.2 -4.1
Br -3.63471 2.20435 1.24772 -0.5 0.4 -1.5
C -1.67787 0.40478 -0.29399 -2.4 2.1 0.8
C -2.72628 -0.72251 -0.06751 0.4 1.0 0.6
C -3.96982 -0.53335 -0.90619 -0.2 0.5 0.2
F -3.65923 -0.51619 -2.25676 0.0 -0.3 -0.1
C -0.48580 0.29012 -0.95217 0.1 -0.8 -0.3
C 0.44956 1.32692 -1.08955 0.3 0.7 -0.5
C 0.18217 2.56240 -0.55858 -0.1 0.4 0.4
N 1.06051 3.69509 -0.61246 0.1 -0.6 -0.7
C 2.43988 3.46610 -0.11852 0.0 -0.2 0.3
C 1.01048 4.33675 -1.87713 0.1 0.4 -0.4
C 1.36605 5.80309 -1.84443 0.8 -0.4 0.7
O 0.67482 3.78764 -2.89815 -0.4 -0.1 0.2
N 1.69790 1.13437 -1.77100 0.2 -1.6 0.9
C 2.58239 0.32484 -0.81223 0.5 -0.1 -0.1
O 3.46428 -0.50903 -1.51647 0.1 0.2 0.2
C 4.68105 0.18677 -1.79159 -0.4 -0.1 -0.4
C 1.55698 0.36655 -2.97582 0.1 0.6 -0.7
C 2.23576 0.81364 -4.09385 0.0 0.4 -0.2
C 2.18447 0.14203 -5.30416 0.0 -0.4 -0.2
C 2.87301 0.60224 -6.56958 0.3 0.2 0.1
C 4.15234 1.44637 -6.36791 -0.2 -0.8 -0.6
C 5.42054 0.60308 -6.62786 0.3 0.8 0.6
N 6.57165 1.11186 -5.85684 -0.2 -0.3 -0.2
C 1.44143 -1.03528 -5.34964 0.0 -0.1 0.0
C 0.73952 -1.51553 -4.25354 -0.2 0.2 0.1
C -0.04679 -2.80379 -4.36429 0.8 0.3 -0.6
C 0.93477 -3.97896 -4.62300 -0.3 -0.2 0.2
C 0.98147 -5.02451 -3.52930 -0.2 0.5 -0.1
F 1.23766 -6.29649 -4.08554 0.5 0.2 0.2
F -0.18587 -5.17191 -2.88943 -0.1 0.0 0.0
C 2.04062 -4.73395 -2.42280 -0.8 -0.7 -0.1
F 1.89108 -3.47978 -2.02755 0.1 0.1 -0.2
F 1.75096 -5.52558 -1.35873 0.4 -0.2 0.0
C 3.53566 -4.98234 -2.82111 -0.2 0.6 1.1
F 4.22093 -3.90619 -2.40352 0.3 -0.2 -0.2
F 3.71015 -5.07191 -4.16446 -2.8 -0.8 1.1
C 4.23699 -6.20603 -2.15598 1.2 0.2 -0.2
F 4.37761 -6.04862 -0.87186 -0.6 -0.1 0.2
F 3.62774 -7.38754 -2.45266 0.2 0.5 0.3
F 5.48530 -6.30404 -2.66457 -0.4 0.1 -0.3
C 0.79720 -0.78217 -3.07686 -0.4 -0.1 0.7
S -0.09687 -1.29692 -1.63637 0.0 -0.1 0.0
H 0.04857 5.71468 3.23943 0.1 -0.1 0.1
H 1.17709 4.91377 2.16284 0.1 0.0 -0.2
H 0.02708 6.15915 1.54872 0.1 0.0 -0.1
H -1.61486 4.49708 2.61235 0.0 -0.1 0.1
H -2.41339 4.39383 0.59241 -0.1 -0.2 0.1
H -0.87273 4.90151 0.00113 0.1 0.1 0.1
H -3.09768 -0.70895 0.98776 0.3 0.0 -0.9
H -2.33099 -1.72713 -0.18861 0.2 0.1 -0.2
H -4.70967 -1.29793 -0.67142 0.1 -0.3 -0.3
H -4.44337 0.42198 -0.68159 0.1 0.1 -0.1
H 2.40475 2.80100 0.75493 0.0 0.2 0.2
H 3.06361 2.99111 -0.87445 0.0 0.1 -0.2
H 2.90383 4.40026 0.18736 -0.1 0.1 0.1
H 2.14641 5.93530 -1.09354 0.0 0.2 0.0
H 1.75464 6.14003 -2.79807 -0.3 0.1 -0.2
H 0.51956 6.38627 -1.48653 -0.2 0.0 -0.3
H 1.98921 -0.29702 -0.14715 -0.1 -0.1 -0.1
H 3.16928 1.00923 -0.20392 -0.3 0.2 0.2
H 5.24279 -0.39765 -2.51776 0.0 -0.1 0.0
H 5.26968 0.32561 -0.88485 0.0 0.1 0.1
H 4.43061 1.14832 -2.24470 0.3 0.1 0.0
H 2.79758 1.73145 -4.00316 -0.1 0.1 0.1
H 2.16266 1.12883 -7.20974 -0.2 0.1 0.2
H 3.15144 -0.29408 -7.12744 0.0 0.0 -0.1
H 4.14513 2.27791 -7.07239 0.0 0.2 0.2
H 4.19596 1.84475 -5.35816 0.0 0.1 0.0
H 5.71867 0.65535 -7.67337 -0.2 -0.2 -0.1
H 5.24220 -0.44393 -6.38753 0.2 -0.1 0.0
H 6.44430 0.88840 -4.87717 0.0 0.1 0.1
H 6.55730 2.12191 -5.93886 0.2 0.0 0.1
H 1.40971 -1.59348 -6.28047 0.0 0.0 -0.1
H -0.68551 -2.95645 -3.50222 -0.1 -0.1 0.0
H -0.65993 -2.71518 -5.25865 -0.3 -0.1 0.1
H 0.67590 -4.50101 -5.54235 0.0 -0.1 0.0
H 1.93367 -3.56774 -4.74836 0.0 0.0 -0.1
Ca 1.67880 -8.53751 -3.10836 -0.7 -0.8 -0.2
C -4.90739 -2.06103 4.13582 -0.2 1.4 1.2
C -4.54042 -3.07094 2.87142 1.1 -1.9 -1.2
C -3.51934 -4.08789 3.42255 0.0 0.0 0.9
O -4.02819 -2.32269 1.96215 -0.6 0.4 0.5
H -4.03401 -1.53001 4.51565 0.1 -0.1 -0.1
H -5.63791 -1.34416 3.77755 0.1 -0.3 -0.8
H -5.31929 -2.69148 4.94554 0.1 -0.6 -0.5
H -5.46355 -3.62810 2.63684 -0.4 0.6 0.0
H -2.61885 -3.59906 3.79587 0.0 0.1 -0.1
H -3.23917 -4.78265 2.63220 -0.1 0.1 -0.2
H -3.95240 -4.66274 4.24473 0.0 0.0 0.0
C 1.60794 1.00328 2.52573 -0.3 -0.6 0.1
O 2.70907 1.71444 2.65896 -0.1 0.1 -0.4
H 1.19529 0.88723 1.47550 0.0 0.1 -0.1
H 1.64627 -0.07517 2.86663 0.2 0.0 0.0
H 0.69576 1.37825 3.08066 -0.1 0.3 0.3
O 7.15628 -2.54569 -7.44620 -0.7 -0.6 0.8
H 7.24776 -1.64926 -7.10293 0.1 0.0 0.0
K 5.62123 -4.66433 -4.99580 3.7 1.4 -2.3
Cl -6.80132 -1.31460 5.58720 -0.2 0.1 0.4
F -4.43836 -1.08009 9.25912 0.0 0.0 0.0
C -5.18713 0.01045 9.47599 -0.1 0.2 0.0
C -4.98747 0.73463 10.63357 0.1 -0.1 0.2
C -5.76161 1.86686 10.85147 -0.2 0.0 -0.1
C -6.72390 2.24602 9.91600 -0.1 0.1 0.2
C -6.90799 1.49488 8.75951 0.0 0.0 0.1
C -6.13284 0.37163 8.53157 0.0 -0.1 -0.2
H -4.23929 0.41706 11.34686 0.0 0.0 0.0
H -5.60790 2.45735 11.75313 0.2 0.1 -0.1
H -7.33102 3.13678 10.08272 0.2 0.1 -0.2
H -7.65614 1.78733 8.03566 0.0 0.0 0.0
H -6.25587 -0.22262 7.63077 0.0 0.1 0.2
K -1.60568 0.83646 2.20593 2.9 -2.5 5.5
Li -7.78203 2.34715 11.91917 -0.9 1.6 1.0
O -8.59939 4.46081 12.86736 0.7 -1.9 -0.9
H -8.81756 5.30173 13.26787 0.1 0.0 0.0
```
Forces are in eV/Å.

As for the total energy: -235139.2637 eV. The value obtained for the HOMO-LUMO gap is 1.26 eV. The calculation puts the largest force on an atom at 6.67 eV/Å. The LUMO energy comes out at -4.79 eV. The HOMO energy is -6.0 eV.

2.
C40H52BrN9O5PTl as an isolated structure, computed with the ωB97M-V functional and the def2-TZVPD basis.

Geometry as XYZ:
```
109
Properties=species:S:1:pos:R:3:forces:R:3
Tl 0.18496 0.18251 0.05417 0.0 0.1 0.0
C -0.07920 3.54708 3.11244 0.0 0.0 0.0
C -0.90712 2.65058 2.22140 0.0 0.0 0.0
C -1.30508 3.06941 0.94566 0.0 0.0 0.0
C -0.79311 4.36988 0.37238 0.0 0.0 0.0
C -2.20261 2.28913 0.19924 0.0 0.0 0.0
C -2.71209 2.76848 -1.14066 0.0 0.0 0.0
C -2.68821 1.08532 0.73206 -0.1 -0.1 -0.1
C -3.69362 0.25643 -0.03389 0.0 0.0 0.0
C -2.25426 0.64596 1.99093 0.0 0.0 0.0
C -2.80975 -0.62753 2.58264 0.0 0.0 0.0
C -1.33016 1.40830 2.71286 0.0 0.0 0.0
C -0.79992 0.90754 4.03488 0.0 0.0 0.0
H 0.99263 3.35959 3.00333 0.0 0.0 0.0
H -0.33238 3.38845 4.15863 0.0 0.0 0.0
H -0.26709 4.59736 2.90478 0.0 0.0 0.0
H -1.55350 5.15317 0.40816 0.0 0.0 0.0
H -0.50162 4.24779 -0.66971 0.0 0.0 0.0
H 0.07494 4.73633 0.91420 0.0 0.0 0.0
H -2.37617 2.12437 -1.95695 0.0 0.0 0.0
H -2.39313 3.78086 -1.36376 0.0 0.0 0.0
H -3.80192 2.77131 -1.15774 0.0 0.0 0.0
H -4.68416 0.32651 0.42164 0.0 0.0 0.0
H -3.41874 -0.79920 -0.03246 0.0 0.0 0.0
H -3.80428 0.58536 -1.06402 0.0 0.0 0.0
H -2.16423 -1.48780 2.37631 0.0 0.0 0.0
H -3.79232 -0.85845 2.18149 0.0 0.0 0.0
H -2.91437 -0.54649 3.66244 0.0 0.0 0.0
H -1.39013 1.27787 4.87655 0.0 0.0 0.0
H 0.22829 1.23299 4.19287 0.0 0.0 0.0
H -0.81466 -0.17962 4.08407 0.0 0.0 0.0
C 2.64974 -0.11016 -2.78447 0.0 0.0 0.0
O 1.23950 -0.13538 -2.61344 0.0 0.1 -0.1
C 0.51568 -0.74891 -3.60931 -0.1 -0.1 0.0
C 1.06627 -1.22641 -4.78274 0.0 0.0 0.0
C 0.23204 -1.79906 -5.73662 0.0 0.0 0.0
Br 0.99255 -2.41402 -7.34968 0.0 0.0 0.0
C -1.12090 -1.92744 -5.52091 0.0 0.0 0.0
C -1.67502 -1.48160 -4.31942 0.1 0.1 0.2
C -0.85704 -0.86557 -3.37427 0.0 0.0 -0.1
O -1.32306 -0.30291 -2.20611 -0.1 -0.1 -0.1
C -3.12497 -1.65097 -4.11195 0.1 0.1 -0.3
N -4.01538 -1.45560 -5.03879 0.1 0.1 0.1
C -5.23466 -1.72758 -4.43589 0.0 0.0 0.0
C -6.52377 -1.67482 -4.96551 0.0 0.0 0.0
C -7.57090 -2.01169 -4.13419 0.0 0.0 0.0
C -7.35532 -2.39560 -2.79996 0.0 0.0 0.0
C -6.08601 -2.44791 -2.25788 0.0 0.0 0.0
C -5.03717 -2.10069 -3.10304 -0.1 -0.1 0.0
N -3.66832 -2.03256 -2.90593 0.0 0.1 0.3
H 2.93160 0.44520 -3.68201 0.0 0.0 0.0
H 3.05500 -1.12252 -2.84653 0.0 0.0 0.0
H 3.04419 0.39622 -1.90733 0.0 0.0 0.0
H 2.12476 -1.15682 -4.98095 0.0 0.0 0.0
H -1.77209 -2.36738 -6.26195 0.0 0.0 0.0
H -2.27434 -0.47551 -2.12182 0.0 0.0 0.0
H -6.68380 -1.38063 -5.99306 0.0 0.0 0.0
H -8.58300 -1.98285 -4.51296 0.0 0.0 0.0
H -8.20505 -2.65838 -2.18498 0.0 0.0 0.0
H -5.92132 -2.74638 -1.23085 0.0 0.0 0.0
H -3.17546 -2.40796 -2.10936 0.1 -0.1 0.0
C 3.70851 -2.06499 4.72863 0.0 0.0 0.0
N 2.89364 -0.98967 4.17709 0.0 0.1 0.1
C 3.65194 0.20092 3.97447 -0.1 0.1 0.0
N 4.85536 -0.11675 3.11245 -0.2 -0.2 -0.4
C 5.67909 -1.21427 3.72500 0.1 0.0 0.1
N 4.85394 -2.36375 3.87517 0.0 0.0 0.0
C 4.48745 -3.01025 2.61886 -0.1 0.0 0.0
P 3.01229 -2.33431 1.65345 0.0 0.0 0.0
C 2.10766 -1.41055 3.02604 0.0 -0.1 0.0
C 4.93011 0.20770 1.88378 0.1 0.2 0.3
H 3.09622 -2.95983 4.82555 0.0 0.0 0.0
H 4.06676 -1.77848 5.71788 0.0 0.0 0.0
H 4.04854 0.56097 4.92454 0.0 0.0 0.0
H 3.07631 0.97797 3.47252 0.0 0.0 0.0
H 6.00459 -0.86027 4.70358 0.0 0.0 -0.1
H 6.54126 -1.39800 3.08623 0.0 0.0 0.0
H 4.25024 -4.05887 2.81487 0.0 0.0 0.0
H 5.35592 -3.00179 1.95854 0.0 0.0 0.0
H 1.31957 -2.08290 3.37541 0.0 0.0 0.0
H 1.62069 -0.53494 2.59224 0.0 0.0 0.0
H 4.17092 0.86312 1.45949 0.0 0.1 0.1
H 5.76113 -0.15803 1.28874 0.0 0.0 0.0
C 3.36838 5.71454 -1.66509 0.0 0.0 0.0
N 2.78190 4.59623 -0.95212 0.0 0.0 0.0
C 3.03224 4.30502 0.44503 0.0 0.0 0.1
C 2.41384 2.91575 0.57160 0.2 -0.1 -0.1
O 2.51224 2.19712 1.56676 0.0 -0.1 0.0
N 1.81004 2.58444 -0.59296 0.2 -0.2 0.0
C 2.10147 3.56386 -1.46192 -0.3 0.1 0.0
N 1.71867 3.48412 -2.73598 0.0 0.0 0.0
H 3.41484 6.57310 -0.99881 0.0 0.0 0.0
H 2.74992 5.99683 -2.51503 0.0 0.0 0.0
H 4.37520 5.48359 -2.01706 0.0 0.0 0.0
H 2.52338 5.01298 1.10513 0.0 0.0 0.0
H 4.09587 4.30489 0.69048 0.0 0.0 0.0
H 1.08971 2.73606 -2.98201 0.1 0.0 0.0
H 1.81907 4.25539 -3.37215 0.0 0.0 0.0
O -1.74425 -2.68208 -0.17223 -0.3 0.1 -0.2
C -0.96207 -3.37070 0.42769 -0.1 0.1 -0.3
C -1.15548 -4.80917 0.86533 0.0 -0.1 0.0
C 0.23625 -5.21847 1.34031 0.0 0.0 0.0
C 0.95010 -3.90256 1.28870 -0.2 0.1 0.1
O 2.17420 -3.82028 1.76718 0.1 0.0 0.0
N 0.30629 -2.89242 0.80921 0.5 -0.2 0.3
H -1.55994 -5.40754 0.05192 0.0 0.0 0.0
H -1.88611 -4.82360 1.67607 0.0 0.0 0.0
H 0.73416 -5.92908 0.67843 0.0 0.0 0.0
H 0.26721 -5.63865 2.34494 0.0 0.0 0.0
```
Forces are in eV/Å.

As for the total energy: -149987.1658 eV. The value obtained for the HOMO-LUMO gap is 5.62 eV. The calculation puts the largest force on an atom at 0.63 eV/Å. The LUMO energy comes out at -6.07 eV. The HOMO energy is -11.7 eV. As for the relative energy (zero: lowest compared OMol25 entry of this formula, charge and spin): 123.4 kJ/mol. As for the charge: +2.